1.
C2H7FN2S | ωB97M-V with the def2-TZVPD basis set

The value obtained for the molecular weight is 110.16 g/mol. For the LUMO energy (spin up / spin down), the calculation gives -0.295 / -3.456 eV. Its frontier orbital gap (spin up / spin down) is 6.63 / 6.83 eV. Its spin multiplicity is 3. The total energy is -18711.8078 eV. The expectation value of S² is 2.036.

Bonds (Å) are listed after each position.
Cartesian coordinates (Å):
1 C 0.20670 1.74609 -0.22721  N4 1.221, H8 1.185, H9 1.041
2 C -1.69092 -0.34932 -0.02577  H7 1.304, H10 1.174, H11 1.142, H12 1.102
3 N 2.43267 -1.19941 -0.59506  S6 1.505, H13 0.984
4 N 1.18342 1.01600 -0.29593  C1 1.221, S6 1.630
5 F 1.53546 -1.12308 1.90903  S6 1.865
6 S 1.29935 -0.54771 0.15082  N3 1.505, N4 1.630, F5 1.865
7 H -0.78215 0.56737 -0.20923  C2 1.304
8 H -0.42868 2.09809 -1.16353  C1 1.185
9 H -0.25839 2.03321 0.65844  C1 1.041
10 H -1.80428 -1.11630 -0.90775  C2 1.174
11 H -1.25267 -0.87295 0.88955  C2 1.142
12 H -2.77013 -0.14187 0.05501  C2 1.102
13 H 2.32963 -2.11013 -0.23836  N3 0.984



2.
C45H129FN21O10P7 | ωB97M-V with the def2-TZVPD basis set

The value obtained for the molecular weight is 1360.48 g/mol. For the LUMO energy, the calculation gives 0.174 eV. As for the SMILES: CN(C)P(=O)(N(C)C)N(C)C.CN(C)P(=O)(N(C)C)N(C)C.CN(C)P(=O)(N(C)C)N(C)C.CN(C)P(=O)(N(C)C)N(C)C.CN(C)P(=O)(N(C)C)N(C)C.CN(C)P(=O)(N(C)C)N(C)C.CN(C)P(=O)(N(C)C)N(C)C.O=C1OC[C@@H](F)O1. As for the energy above the lowest of the compared OMol25 structures with the same formula, charge and spin: 79.5 kJ/mol. Its frontier orbital gap is 7.60 eV. The total energy is -168272.0800 eV.

Bonds (Å) are listed after each position.
Cartesian coordinates (Å):
1 C 0.29372 5.96577 -3.75269  C2 1.541, O6 1.422, H8 1.087, H9 1.094
2 C 1.08300 4.64487 -3.67924  C1 1.541, O3 1.399, F7 1.364, H10 1.093
3 O 1.71802 4.67238 -2.43249  C2 1.399, C4 1.382
4 C 1.27210 5.79748 -1.76575  O3 1.382, O5 1.193, O6 1.310
5 O 1.67572 6.16942 -0.70607  C4 1.193
6 O 0.24030 6.32352 -2.37773  C1 1.422, C4 1.310
7 F 1.90942 4.55066 -4.76068  C2 1.364
8 H -0.66884 5.89246 -4.25244  C1 1.087
9 H 0.82043 6.77363 -4.26848  C1 1.094
10 H 0.38128 3.81280 -3.77604  C2 1.093
11 O -3.73217 -4.51389 -3.78745  P12 1.463
12 P -2.64773 -5.00879 -2.93894  O11 1.463, N13 1.690, N16 1.696, N19 1.689
13 N -2.77160 -4.40874 -1.36438  P12 1.690, C14 1.443, C15 1.447
14 C -3.45650 -3.15255 -1.18034  N13 1.443, H22 1.101, H23 1.093, H24 1.090
15 C -1.74135 -4.73177 -0.40168  N13 1.447, H25 1.087, H26 1.091, H27 1.101
16 N -1.13366 -4.48721 -3.49648  P12 1.696, C17 1.466, C18 1.460
17 C -1.03017 -3.34596 -4.41048  N16 1.466, H28 1.093, H29 1.094, H30 1.089
18 C 0.16067 -5.07072 -3.15812  N16 1.460, H31 1.097, H32 1.091, H33 1.089
19 N -2.50624 -6.68490 -2.78258  P12 1.689, C20 1.442, C21 1.464
20 C -1.78065 -7.47182 -3.74956  N19 1.442, H34 1.098, H35 1.086, H36 1.092
21 C -3.42275 -7.40806 -1.89849  N19 1.464, H37 1.088, H38 1.094, H39 1.090
22 H -2.94679 -2.29519 -1.64611  C14 1.101
23 H -3.56088 -2.80728 -0.14889  C14 1.093
24 H -4.45797 -3.18748 -1.60794  C14 1.090
25 H -1.21854 -5.60830 -0.77713  C15 1.087
26 H -2.12973 -4.84393 0.61159  C15 1.091
27 H -0.96401 -3.95412 -0.34882  C15 1.101
28 H -1.19980 -3.60641 -5.45805  C17 1.093
29 H -1.86504 -2.68911 -4.14832  C17 1.094
30 H -0.10022 -2.80844 -4.23354  C17 1.089
31 H 0.59855 -5.57503 -4.02834  C18 1.097
32 H 0.83095 -4.29317 -2.78778  C18 1.091
33 H -0.01175 -5.84677 -2.41452  C18 1.089
34 H -2.39753 -7.69627 -4.63026  C20 1.098
35 H -0.88905 -6.97133 -4.11681  C20 1.086
36 H -1.49860 -8.44332 -3.33807  C20 1.092
37 H -3.08811 -8.44336 -1.88968  C21 1.088
38 H -4.47068 -7.39567 -2.21229  C21 1.094
39 H -3.41900 -6.96234 -0.90362  C21 1.090
40 O 5.78138 -2.51567 1.36566  P41 1.470
41 P 6.09664 -3.94957 1.44459  O40 1.470, N42 1.695, N45 1.697, N48 1.695
42 N 6.13512 -4.72504 -0.06227  P41 1.695, C43 1.450, C44 1.446
43 C 6.13512 -6.16113 -0.26078  N42 1.450, H51 1.094, H52 1.096, H53 1.092
44 C 5.72751 -3.96058 -1.21988  N42 1.446, H54 1.093, H55 1.095, H56 1.096
45 N 4.98420 -4.90586 2.29696  P41 1.697, C46 1.474, C47 1.454
46 C 3.69481 -5.25885 1.67503  N45 1.474, H57 1.085, H58 1.093, H59 1.094
47 C 4.89043 -4.72343 3.73686  N45 1.454, H60 1.098, H61 1.090, H62 1.091
48 N 7.61642 -4.28393 2.11662  P41 1.695, C49 1.458, C50 1.452
49 C 8.00493 -5.59901 2.61269  N48 1.458, H63 1.094, H64 1.089, H65 1.094
50 C 8.72196 -3.38071 1.85422  N48 1.452, H66 1.095, H67 1.090, H68 1.092
51 H 6.13988 -6.65358 0.71579  C43 1.094
52 H 7.01693 -6.60534 -0.73566  C43 1.096
53 H 5.25139 -6.49691 -0.80697  C43 1.092
54 H 5.78237 -4.49394 -2.17195  C44 1.093
55 H 6.38032 -3.11210 -1.45160  C44 1.095
56 H 4.69876 -3.58878 -1.15262  C44 1.096
57 H 2.86013 -4.92469 2.28198  C46 1.085
58 H 3.59138 -4.89075 0.65107  C46 1.093
59 H 3.73335 -6.33781 1.49553  C46 1.094
60 H 4.67158 -3.68479 4.01733  C47 1.098
61 H 4.04641 -5.27490 4.15225  C47 1.090
62 H 5.78676 -5.01702 4.28457  C47 1.091
63 H 8.58890 -6.19422 1.90526  C49 1.094
64 H 8.43596 -5.48463 3.60654  C49 1.089
65 H 7.08437 -6.18056 2.71959  C49 1.094
66 H 9.14839 -3.52229 0.85575  C50 1.095
67 H 9.45530 -3.48175 2.65377  C50 1.090
68 H 8.36038 -2.35072 1.88533  C50 1.092
69 O -7.90083 1.83050 -1.46685  P70 1.475
70 P -6.52958 2.20939 -1.07606  O69 1.475, N71 1.696, N74 1.697, N77 1.668
71 N -5.33714 1.02482 -1.30511  P70 1.696, C72 1.445, C73 1.460
72 C -5.55893 -0.27015 -0.70297  N71 1.445, H80 1.092, H81 1.101, H82 1.092
73 C -4.27730 1.03356 -2.30873  N71 1.460, H83 1.090, H84 1.090, H85 1.089
74 N -6.33897 2.55241 0.57498  P70 1.697, C75 1.458, C76 1.455
75 C -7.49160 2.92364 1.38679  N74 1.458, H86 1.089, H87 1.091, H88 1.094
76 C -5.08576 2.53460 1.31385  N74 1.455, H89 1.091, H90 1.089, H91 1.094
77 N -5.93688 3.56875 -1.83856  P70 1.668, C78 1.431, C79 1.470
78 C -4.77123 4.27465 -1.40189  N77 1.431, H92 1.101, H93 1.092, H94 1.094
79 C -6.63390 4.03782 -3.04449  N77 1.470, H95 1.093, H96 1.090, H97 1.088
80 H -4.59878 -0.74111 -0.48342  C72 1.092
81 H -6.05774 -1.00576 -1.35270  C72 1.101
82 H -6.25973 -0.18400 0.12947  C72 1.092
83 H -3.59416 1.84422 -2.05507  C73 1.090
84 H -4.64152 1.04147 -3.33641  C73 1.090
85 H -3.67893 0.13352 -2.17210  C73 1.089
86 H -7.29158 3.81294 1.98202  C75 1.089
87 H -8.31607 3.13830 0.70560  C75 1.091
88 H -7.78422 2.07208 2.00775  C75 1.094
89 H -4.22665 2.30904 0.68028  C76 1.091
90 H -4.80453 3.47180 1.79100  C76 1.089
91 H -5.17031 1.68599 1.99914  C76 1.094
92 H -4.98123 5.00277 -0.60315  C78 1.101
93 H -3.98207 3.62665 -1.01595  C78 1.092
94 H -4.32113 4.92422 -2.15795  C78 1.094
95 H -6.27288 3.46159 -3.89997  C79 1.093
96 H -6.48628 5.10187 -3.22618  C79 1.090
97 H -7.70282 3.89224 -2.90028  C79 1.088
98 O -3.80231 5.14486 3.70831  P99 1.466
99 P -3.45852 6.29354 2.86452  O98 1.466, N100 1.665, N103 1.697, N106 1.746
100 N -2.64181 7.53829 3.60986  P99 1.665, C101 1.478, C102 1.457
101 C -1.16790 7.50995 3.72199  N100 1.478, H109 1.089, H110 1.085, H111 1.093
102 C -3.31712 8.44055 4.53346  N100 1.457, H112 1.093, H113 1.092, H114 1.090
103 N -4.81209 7.04417 2.16968  P99 1.697, C104 1.455, C105 1.430
104 C -6.07479 6.32515 2.10340  N103 1.455, H115 1.096, H116 1.098, H117 1.086
105 C -4.73995 8.19588 1.32447  N103 1.430, H118 1.100, H119 1.093, H120 1.095
106 N -2.46522 5.82189 1.50865  P99 1.746, C107 1.495, C108 1.459
107 C -1.91977 6.87626 0.60040  N106 1.495, H121 1.087, H122 1.089, H123 1.087
108 C -1.89796 4.48314 1.39230  N106 1.459, H124 1.093, H125 1.094, H126 1.092
109 H -0.81072 8.07322 4.58249  C101 1.089
110 H -0.65296 7.73544 2.79344  C101 1.085
111 H -0.86968 6.50464 4.03183  C101 1.093
112 H -2.73638 9.36535 4.56743  C102 1.093
113 H -3.37936 8.02738 5.54211  C102 1.092
114 H -4.27997 8.73920 4.11966  C102 1.090
115 H -6.89623 7.04750 2.04008  C104 1.096
116 H -6.25394 5.77167 1.17197  C104 1.098
117 H -6.24028 5.68405 2.96410  C104 1.086
118 H -5.50776 8.94314 1.57274  C105 1.100
119 H -3.84931 8.79465 1.52984  C105 1.093
120 H -4.85623 7.97579 0.25826  C105 1.095
121 H -1.01291 6.44249 0.18659  C107 1.087
122 H -2.65650 7.09631 -0.17121  C107 1.089
123 H -1.73154 7.74795 1.22189  C107 1.087
124 H -0.93851 4.36305 1.90251  C108 1.093
125 H -1.84823 4.10666 0.36667  C108 1.094
126 H -2.63886 3.84084 1.87302  C108 1.092
127 O 0.35052 -0.22046 1.86079  P128 1.464
128 P 0.82150 0.22735 0.54857  O127 1.464, N129 1.694, N132 1.704, N135 1.702
129 N -0.38142 0.81737 -0.48766  P128 1.694, C130 1.453, C131 1.456
130 C -1.76098 0.47920 -0.17971  N129 1.453, H138 1.089, H139 1.091, H140 1.095
131 C -0.19499 1.31111 -1.84502  N129 1.456, H141 1.096, H142 1.094, H143 1.087
132 N 1.51686 -1.09101 -0.27791  P128 1.704, C133 1.443, C134 1.456
133 C 2.03603 -2.18029 0.51309  N132 1.443, H144 1.097, H145 1.091, H146 1.096
134 C 1.63172 -1.18740 -1.72629  N132 1.456, H147 1.091, H148 1.089, H149 1.092
135 N 1.91453 1.53082 0.50517  P128 1.702, C136 1.465, C137 1.461
136 C 3.35958 1.29547 0.56547  N135 1.465, H150 1.091, H151 1.089, H152 1.093
137 C 1.46026 2.88368 0.81832  N135 1.461, H153 1.091, H154 1.091, H155 1.093
138 H -2.45377 1.29646 -0.37445  C130 1.089
139 H -1.86170 0.29010 0.89003  C130 1.091
140 H -1.97237 -0.44118 -0.73474  C130 1.095
141 H -1.03075 1.97634 -2.08900  C131 1.096
142 H -0.30928 0.49763 -2.56818  C131 1.094
143 H 0.75131 1.83314 -1.96463  C131 1.087
144 H 2.91388 -2.59355 0.00125  C133 1.097
145 H 2.43111 -1.75715 1.43743  C133 1.091
146 H 1.37351 -3.03537 0.69131  C133 1.096
147 H 0.74802 -1.69244 -2.12032  C134 1.091
148 H 1.76003 -0.18103 -2.12257  C134 1.089
149 H 2.55764 -1.65387 -2.06948  C134 1.092
150 H 3.61862 0.57266 -0.20932  C136 1.091
151 H 3.82605 2.25367 0.34230  C136 1.089
152 H 3.69130 0.91894 1.53631  C136 1.093
153 H 0.49500 3.11490 0.36483  C137 1.091
154 H 2.13016 3.58842 0.32315  C137 1.091
155 H 1.41404 2.98945 1.90500  C137 1.093
156 O 0.82798 2.12435 7.59327  P157 1.477
157 P -0.48152 2.43561 6.98533  O156 1.477, N158 1.688, N161 1.677, N164 1.689
158 N -0.53262 1.82372 5.41270  P157 1.688, C159 1.453, C160 1.464
159 C -1.70911 1.71905 4.56645  N158 1.453, H167 1.099, H168 1.090, H169 1.092
160 C 0.73302 1.72492 4.68306  N158 1.464, H170 1.090, H171 1.089, H172 1.093
161 N -0.77802 4.06787 6.73696  P157 1.677, C162 1.456, C163 1.461
162 C -2.12783 4.59055 6.57649  N161 1.456, H173 1.090, H174 1.094, H175 1.093
163 C 0.23492 4.75338 5.93875  N161 1.461, H176 1.096, H177 1.094, H178 1.086
164 N -1.86974 1.82297 7.72753  P157 1.689, C165 1.495, C166 1.462
165 C -2.18288 2.41839 9.06233  N164 1.495, H179 1.097, H180 1.086, H181 1.085
166 C -2.03047 0.37003 7.75291  N164 1.462, H182 1.089, H183 1.097, H184 1.088
167 H -1.70009 2.51453 3.80812  C159 1.099
168 H -2.58894 1.92512 5.17681  C159 1.090
169 H -1.70989 0.76152 4.04145  C159 1.092
170 H 1.50442 2.44113 4.96525  C160 1.090
171 H 0.49690 1.83778 3.62601  C160 1.089
172 H 1.13092 0.72468 4.87315  C160 1.093
173 H -2.67512 4.66452 7.51581  C162 1.090
174 H -2.11693 5.61648 6.19695  C162 1.094
175 H -2.75542 4.09829 5.82949  C162 1.093
176 H 0.00617 4.67668 4.86991  C163 1.096
177 H 0.19289 5.83076 6.12185  C163 1.094
178 H 1.22799 4.41103 6.21501  C163 1.086
179 H -1.31945 2.11704 9.66757  C165 1.097
180 H -2.18765 3.50318 9.00888  C165 1.086
181 H -3.09759 1.99659 9.46431  C165 1.085
182 H -2.74078 0.04790 8.51346  C166 1.089
183 H -1.10171 -0.12431 8.06287  C166 1.097
184 H -2.35447 0.02755 6.77188  C166 1.088
185 O 3.01041 -3.31066 -4.05430  P186 1.489
186 P 3.97382 -3.83492 -5.06188  O185 1.489, N187 1.701, N190 1.696, N193 1.696
187 N 4.78929 -5.16420 -4.38227  P186 1.701, C188 1.445, C189 1.467
188 C 4.02296 -6.15771 -3.66638  N187 1.445, H196 1.090, H197 1.098, H198 1.095
189 C 6.11795 -5.61973 -4.80531  N187 1.467, H199 1.091, H200 1.087, H201 1.096
190 N 5.15348 -2.72409 -5.56227  P186 1.696, C191 1.468, C192 1.458
191 C 6.08881 -2.26873 -4.52596  N190 1.468, H202 1.090, H203 1.089, H204 1.091
192 C 4.86068 -1.80411 -6.65540  N190 1.458, H205 1.095, H206 1.094, H207 1.085
193 N 3.35182 -4.40711 -6.53188  P186 1.696, C194 1.476, C195 1.448
194 C 1.92580 -4.78832 -6.53428  N193 1.476, H208 1.094, H209 1.089, H210 1.088
195 C 4.18259 -5.03833 -7.53528  N193 1.448, H211 1.095, H212 1.087, H213 1.095
196 H 4.65409 -6.92585 -3.21910  C188 1.090
197 H 3.24838 -6.70543 -4.21824  C188 1.098
198 H 3.47862 -5.66051 -2.85741  C188 1.095
199 H 6.63101 -6.06653 -3.95284  C189 1.091
200 H 6.68566 -4.83556 -5.29879  C189 1.087
201 H 6.00662 -6.41871 -5.54787  C189 1.096
202 H 6.71162 -1.50369 -4.99028  C191 1.090
203 H 5.60037 -1.94049 -3.60955  C191 1.089
204 H 6.79242 -3.08014 -4.33216  C191 1.091
205 H 4.69577 -0.83208 -6.17828  C192 1.095
206 H 5.72709 -1.67409 -7.31004  C192 1.094
207 H 4.00519 -2.10312 -7.25285  C192 1.085
208 H 1.83008 -5.59816 -5.80440  C194 1.094
209 H 1.25072 -3.97984 -6.25811  C194 1.089
210 H 1.58701 -5.15094 -7.50283  C194 1.088
211 H 4.96035 -4.33011 -7.83866  C195 1.095
212 H 3.60500 -5.29850 -8.41811  C195 1.087
213 H 4.71462 -5.91600 -7.15413  C195 1.095